(1)
{"formula": "C28H34FN6", "method": "wB97M-V/def2-TZVPD", "elements": ["C", "N", "C", "C", "C", "C", "C", "C", "C", "C", "N", "C", "C", "C", "H", "H", "H", "H", "H", "H", "H", "H", "H", "H", "H", "H", "H", "H", "F", "N", "C", "C", "C", "C", "H", "H", "H", "H", "H", "N", "C", "C", "C", "C", "H", "H", "H", "H", "H", "N", "C", "C", "C", "C", "H", "H", "H", "H", "H", "N", "C", "C", "C", "C", "H", "H", "H", "H", "H"], "coordinates": [[-20.098, 8.571, -28.657], [-19.547, 7.555, -27.705], [-18.575, 7.954, -26.825], [-18.069, 7.106, -25.808], [-18.543, 5.764, -25.783], [-19.637, 5.436, -26.671], [-20.164, 6.334, -27.569], [-17.950, 4.811, -24.798], [-17.672, 5.258, -23.452], [-17.020, 4.392, -22.574], [-16.532, 3.168, -22.984], [-16.791, 2.690, -24.219], [-17.638, 3.438, -25.114], [-15.752, 2.411, -22.016], [-19.527, 9.493, -28.761], [-21.068, 8.942, -28.328], [-20.321, 8.072, -29.600], [-18.127, 8.936, -26.871], [-17.333, 7.517, -25.132], [-20.128, 4.476, -26.613], [-21.059, 6.031, -28.091], [-17.959, 6.272, -23.213], [-16.708, 4.676, -21.579], [-16.377, 1.707, -24.392], [-17.758, 3.142, -26.146], [-16.221, 1.432, -21.910], [-15.773, 2.824, -21.007], [-14.780, 2.353, -22.506], [-17.266, 7.787, -28.512], [-16.872, 9.416, -27.625], [-15.766, 9.813, -26.936], [-16.139, 10.902, -26.096], [-17.493, 11.148, -26.381], [-17.910, 10.244, -27.347], [-16.862, 8.640, -28.272], [-14.858, 9.273, -27.163], [-15.466, 11.352, -25.381], [-18.184, 11.817, -25.890], [-18.863, 10.120, -27.841], [-17.736, 7.216, -30.350], [-18.939, 7.712, -30.835], [-19.220, 7.142, -32.065], [-18.144, 6.191, -32.216], [-17.190, 6.326, -31.193], [-17.343, 7.581, -29.494], [-19.447, 8.438, -30.218], [-19.943, 7.297, -32.853], [-18.038, 5.595, -33.111], [-16.204, 5.894, -31.104], [-16.495, 6.291, -27.686], [-16.802, 5.020, -27.987], [-16.096, 4.239, -27.095], [-15.390, 5.092, -26.172], [-15.715, 6.377, -26.534], [-16.854, 7.117, -28.144], [-17.377, 4.740, -28.857], [-16.185, 3.167, -27.192], [-14.810, 4.726, -25.338], [-15.460, 7.291, -26.019], [-16.551, 8.811, -30.040], [-16.553, 10.111, -29.859], [-15.922, 10.697, -30.864], [-15.494, 9.798, -31.765], [-15.889, 8.598, -31.188], [-16.932, 8.180, -29.350], [-16.991, 10.460, -28.935], [-15.790, 11.766, -30.934], [-14.944, 9.886, -32.691], [-15.762, 7.579, -31.522]], "forces_ev_per_a": [[-3.013, -0.288, 1.851], [-0.559, 0.803, 1.487], [-3.132, -3.859, 2.432], [-2.211, -1.337, -0.992], [-0.849, 1.016, -0.295], [0.993, 0.230, 0.976], [1.277, 0.024, 0.782], [0.142, -1.428, 1.552], [0.069, -1.503, -1.590], [0.459, 0.049, -1.290], [-1.766, 2.362, 0.328], [-2.102, 1.310, -0.533], [1.414, 0.841, 1.773], [0.078, -1.016, -0.492], [-0.080, -1.289, -0.810], [-0.126, -0.159, 0.846], [-1.140, -0.186, 1.878], [-1.600, -1.707, 1.162], [-0.196, -0.115, 0.003], [0.123, -0.130, 0.109], [0.151, 0.619, -0.585], [0.091, -0.104, 0.506], [-0.263, 0.066, 0.026], [-0.111, -0.004, -0.441], [-0.399, -0.446, 0.488], [0.291, -0.159, -0.195], [0.278, 0.458, -0.445], [0.308, -0.331, 0.854], [-16.636, 1.301, 6.710], [4.285, 7.614, 5.376], [-1.415, 1.112, 0.906], [1.208, -1.672, -0.902], [-0.824, -0.132, -0.169], [1.001, 3.595, 0.602], [3.194, 7.720, 3.709], [0.240, 0.332, 0.367], [-0.279, 0.223, -0.073], [0.294, 0.270, -0.037], [0.999, 1.153, 0.972], [-5.177, -5.390, -4.880], [1.139, -0.156, -1.193], [2.097, -1.492, 0.707], [0.476, 0.179, -1.001], [-3.136, -1.137, -1.533], [-7.050, -10.898, -9.851], [2.449, -0.036, -3.322], [-0.280, 0.215, 0.528], [0.170, -0.120, 0.062], [-0.339, -0.244, 0.318], [4.925, -6.648, 5.146], [1.661, -0.132, 0.794], [0.180, -0.314, -0.507], [-0.709, -1.047, -0.608], [0.369, -1.544, -1.174], [5.587, -9.726, 5.200], [-0.027, 0.124, 0.013], [0.729, -0.086, 0.318], [0.106, 0.267, 0.027], [0.165, 0.077, -0.536], [5.363, 5.062, -4.060], [-1.084, 2.681, 1.620], [0.238, 5.341, -0.392], [0.687, -3.369, -0.877], [1.463, -0.943, -2.058], [8.909, 11.371, -6.948], [0.595, 1.437, -2.407], [-0.067, 0.113, -0.048], [-0.070, 0.184, 0.165], [0.442, 0.996, -0.348]], "charge": 1, "homo_lumo_gap_ev": 3.91}

---

(2)
{"formula": "C28H34N5OPtS3Si", "method": "wB97M-V/def2-TZVPD", "elements": ["Pt", "C", "S", "C", "S", "N", "N", "C", "C", "C", "C", "C", "C", "N", "H", "H", "H", "H", "H", "H", "H", "H", "C", "C", "N", "C", "C", "C", "S", "N", "C", "O", "C", "C", "C", "C", "C", "C", "H", "H", "H", "H", "H", "H", "H", "H", "H", "H", "H", "H", "H", "H", "H", "C", "Si", "C", "C", "C", "C", "C", "C", "C", "H", "H", "H", "H", "H", "H", "H", "H", "H", "H", "H"], "coordinates": [[-0.139, 1.463, -0.914], [2.355, 6.083, 0.475], [1.045, 6.193, -0.768], [0.452, 4.558, -0.829], [1.376, 3.247, -0.153], [-0.681, 4.452, -1.459], [-1.176, 3.244, -1.626], [-2.373, 3.079, -2.070], [-2.887, 1.749, -2.174], [-4.233, 1.508, -2.473], [-4.710, 0.217, -2.499], [-3.826, -0.831, -2.268], [-2.505, -0.523, -2.002], [-2.039, 0.720, -1.937], [2.815, 7.068, 0.509], [3.092, 5.340, 0.184], [1.916, 5.841, 1.439], [-2.976, 3.947, -2.313], [-4.878, 2.356, -2.657], [-5.755, 0.021, -2.698], [-4.146, -1.862, -2.294], [-1.794, -1.319, -1.845], [-2.530, 1.114, 4.596], [-1.092, 0.741, 4.251], [-1.019, -0.409, 3.353], [-0.994, -1.736, 3.974], [0.411, -2.320, 4.070], [-1.033, -0.290, 2.026], [-1.300, 1.252, 1.315], [-0.972, -1.461, 1.338], [-0.280, -1.753, 0.309], [0.621, -0.899, -0.194], [-0.448, -3.043, -0.371], [0.011, -3.220, -1.679], [-0.165, -4.429, -2.325], [-0.785, -5.485, -1.669], [-1.225, -5.323, -0.362], [-1.069, -4.109, 0.282], [-2.538, 1.932, 5.316], [-3.057, 0.264, 5.033], [-3.062, 1.436, 3.702], [-0.542, 0.474, 5.154], [-0.594, 1.585, 3.779], [-1.627, -2.398, 3.385], [-1.427, -1.637, 4.968], [0.819, -2.506, 3.077], [0.377, -3.267, 4.609], [1.080, -1.647, 4.608], [0.504, -2.407, -2.197], [0.183, -4.549, -3.343], [-0.918, -6.430, -2.177], [-1.691, -6.150, 0.156], [-1.404, -3.972, 1.301], [2.849, -0.186, 1.427], [2.314, -0.894, -0.225], [3.021, -2.609, -0.488], [2.532, 0.353, -1.622], [1.512, 0.656, -2.557], [1.702, 1.676, -3.497], [2.876, 2.406, -3.513], [3.897, 2.091, -2.625], [3.716, 1.086, -1.688], [3.921, 0.020, 1.442], [2.642, -0.879, 2.246], [2.325, 0.751, 1.631], [4.083, -2.607, -0.234], [2.924, -2.951, -1.518], [2.527, -3.338, 0.159], [0.694, -0.042, -2.722], [0.932, 1.874, -4.231], [3.013, 3.200, -4.235], [4.836, 2.626, -2.668], [4.516, 0.856, -0.992]], "forces_ev_per_a": [[-1.019, 2.695, -0.140], [-0.177, -0.093, -0.195], [0.045, -0.035, 0.158], [0.030, -0.623, -0.055], [-0.783, -1.125, -0.220], [-0.077, 1.636, -0.164], [0.195, -1.719, 0.000], [0.562, 0.988, 0.222], [-0.468, -1.120, -0.145], [0.411, 0.453, 0.053], [0.043, -0.358, 0.021], [-0.156, 0.269, -0.115], [0.043, -0.285, -0.022], [0.590, 0.241, 0.535], [-0.006, 0.017, -0.002], [0.085, 0.046, 0.053], [0.100, -0.004, 0.051], [-0.046, -0.001, 0.001], [-0.039, -0.039, -0.001], [0.001, 0.013, -0.024], [0.022, -0.006, 0.005], [0.074, 0.017, 0.086], [0.108, -0.104, -0.043], [-0.176, 0.204, 0.130], [0.028, -0.278, -0.374], [0.209, -0.183, 0.020], [-0.123, 0.060, 0.060], [0.047, 0.759, 0.325], [0.233, -0.404, 0.011], [-0.326, -0.431, -0.356], [0.244, 0.574, 0.648], [-0.183, -0.947, -0.070], [0.017, -0.380, -0.351], [-0.007, 0.116, 0.132], [-0.027, -0.071, -0.063], [0.035, 0.074, -0.012], [-0.056, -0.091, -0.012], [0.062, 0.158, 0.084], [-0.002, -0.010, 0.011], [-0.030, 0.031, 0.019], [-0.024, -0.007, -0.006], [0.046, -0.023, -0.036], [0.071, -0.052, -0.011], [-0.059, 0.035, 0.067], [-0.052, 0.047, -0.024], [0.026, 0.008, 0.005], [0.031, 0.000, -0.008], [0.017, -0.002, -0.012], [-0.014, 0.026, 0.009], [-0.004, -0.015, 0.007], [0.005, -0.016, 0.027], [-0.013, 0.014, 0.004], [-0.035, -0.020, -0.021], [-0.007, -0.062, -0.322], [0.389, 0.292, 0.043], [-0.169, 0.288, -0.044], [-0.072, -0.246, 0.122], [0.529, -0.423, -0.238], [-0.039, -0.032, -0.055], [-0.030, -0.010, -0.010], [0.018, -0.009, 0.070], [0.011, 0.003, 0.098], [0.003, -0.014, -0.004], [-0.019, -0.047, -0.042], [-0.028, -0.004, -0.046], [0.006, 0.044, 0.011], [-0.013, 0.004, 0.001], [0.015, 0.006, 0.026], [-0.045, 0.041, 0.111], [-0.027, 0.006, 0.025], [-0.015, -0.007, -0.016], [-0.014, 0.028, 0.021], [0.030, 0.103, -0.010]], "charge": 1, "e_above_lowest_kcal_mol": 19.6, "homo_lumo_gap_ev": [6.36, 6.49]}

---

(3)
{"formula": "C28H34N7O2STi", "method": "wB97M-V/def2-TZVPD", "elements": ["Ti", "N", "N", "C", "N", "S", "H", "H", "H", "H", "H", "O", "C", "C", "C", "C", "N", "C", "C", "C", "C", "C", "C", "O", "C", "C", "N", "H", "H", "H", "H", "H", "H", "H", "H", "H", "H", "H", "H", "C", "C", "C", "C", "C", "C", "C", "C", "C", "C", "N", "C", "C", "C", "C", "C", "N", "H", "H", "H", "H", "H", "H", "H", "H", "H", "H", "H", "H", "H", "H", "H", "H", "H"], "coordinates": [[-0.302, -0.495, -0.907], [1.140, 1.135, -0.760], [1.937, 1.126, -1.964], [1.285, 1.249, -3.117], [1.918, 1.617, -4.247], [-0.385, 0.562, -3.237], [0.468, 1.939, -0.683], [1.728, 1.194, 0.105], [2.921, 1.190, -1.916], [2.816, 2.086, -4.261], [1.509, 1.521, -5.184], [3.147, -3.437, 4.333], [2.703, -2.140, 4.507], [1.937, -1.784, 3.260], [0.769, -1.009, 3.298], [0.078, -0.700, 2.141], [0.463, -1.176, 0.975], [1.569, -1.987, 0.904], [2.315, -2.262, 2.036], [1.903, -2.419, -0.413], [2.901, -3.345, -0.717], [3.309, -3.621, -2.013], [4.502, -4.478, -2.292], [5.320, -4.383, -1.186], [2.599, -3.051, -3.020], [1.519, -2.273, -2.717], [1.179, -1.867, -1.467], [3.610, -3.865, 5.074], [3.557, -1.462, 4.681], [2.166, -2.072, 5.451], [0.366, -0.638, 4.269], [-0.737, 0.011, 2.136], [3.188, -2.987, 1.906], [3.363, -3.891, 0.120], [5.171, -4.183, -3.159], [4.065, -5.538, -2.444], [6.191, -4.794, -1.289], [2.894, -3.272, -4.048], [0.952, -1.898, -3.568], [-2.778, 2.283, 4.205], [-1.980, 1.784, 3.032], [-1.795, 2.759, 1.882], [-1.621, 4.144, 2.172], [-1.624, 5.086, 1.139], [-1.843, 4.683, -0.157], [-2.027, 3.321, -0.513], [-2.834, 3.143, -1.779], [-2.476, 4.198, -2.864], [-1.914, 2.366, 0.501], [-1.905, 0.981, 0.162], [-3.102, 0.392, -0.033], [-3.066, -0.916, -0.539], [-4.013, -1.964, -0.496], [-3.467, -3.066, -1.233], [-2.142, -2.710, -1.582], [-1.958, -1.354, -1.299], [-2.905, 1.492, 4.963], [-3.764, 2.718, 3.982], [-2.282, 3.071, 4.726], [-2.397, 0.840, 2.695], [-1.010, 1.570, 3.467], [-1.521, 4.458, 3.216], [-1.450, 6.151, 1.344], [-1.893, 5.436, -0.967], [-3.913, 3.248, -1.505], [-2.715, 2.138, -2.196], [-2.805, 5.214, -2.630], [-3.034, 3.966, -3.776], [-1.390, 4.250, -3.039], [-4.047, 0.866, 0.102], [-5.048, -1.751, -0.189], [-3.897, -4.033, -1.284], [-1.415, -3.366, -2.093]], "forces_ev_per_a": [[-1.623, 0.046, -0.506], [0.116, 0.441, 0.848], [-1.525, 1.020, 0.633], [-1.098, -1.314, -2.518], [-0.484, -0.149, 0.896], [1.671, 0.627, 1.394], [0.880, 0.042, -0.522], [-0.255, -0.174, -1.175], [1.152, 0.465, 0.449], [0.038, -0.028, 0.321], [-0.212, -0.081, 0.815], [0.513, -1.601, -0.724], [0.852, 0.194, 1.039], [-1.148, 0.709, 1.429], [-0.146, 0.316, 1.304], [0.174, 0.459, 0.950], [0.773, -0.417, -1.791], [-0.855, 1.051, 1.625], [1.571, -2.100, -1.851], [0.620, -1.130, -2.987], [-0.178, -0.096, 1.911], [0.954, -0.011, 0.401], [0.596, -1.355, -0.871], [0.612, -0.143, 1.618], [-0.312, -0.169, -1.172], [-0.502, 0.901, -0.673], [0.424, -0.535, 0.641], [-0.307, 0.730, -0.124], [-0.165, 0.217, -0.524], [-0.855, 0.320, -0.236], [0.479, -0.283, -0.904], [-0.100, -0.358, 0.077], [-1.216, 1.346, 0.580], [0.040, 0.467, -0.590], [-1.678, -0.190, 0.227], [0.784, 1.243, -0.051], [-0.429, -0.034, -0.226], [-0.416, 0.264, 0.184], [-0.219, 0.175, 0.481], [-1.203, 0.101, 0.743], [0.415, 0.106, -0.224], [-0.029, 1.035, -0.635], [-0.318, -1.110, -0.418], [0.568, 0.193, 0.522], [0.245, -0.245, -0.777], [-0.867, 1.625, 0.626], [0.264, 0.127, -0.685], [-0.508, -0.284, -0.067], [0.667, 0.959, 1.452], [-2.131, -2.003, -1.258], [3.369, 0.591, 0.041], [-1.558, -2.208, -1.083], [0.441, 1.780, -1.277], [2.099, 1.334, 1.199], [-2.239, -0.572, -0.411], [1.253, -0.513, 1.526], [-0.065, 0.168, -0.434], [0.180, -0.463, -0.282], [0.620, 0.582, 0.325], [-0.149, -0.095, -0.203], [0.513, -0.268, -0.043], [-0.074, -0.090, -0.460], [-0.184, -0.544, 0.044], [-0.038, -0.553, 0.900], [0.740, -0.071, -0.165], [-0.035, 0.048, -0.073], [0.012, -0.267, 0.205], [0.401, -0.143, -0.065], [-0.367, -0.181, -0.134], [-0.497, 0.582, 0.612], [0.617, -0.693, 0.201], [-0.271, -0.627, -0.352], [-0.400, 0.834, 0.280]], "charge": 3, "e_above_lowest_kcal_mol": 13.6, "homo_lumo_gap_ev": 5.30}